1.
Here is 2 unconnected molecules or ions with the total composition C3H9NO3 at a distorted geometry from OMol25. Energies are from wB97M-V/def2-TZVPD.

## Properties
Relative energy (zero: lowest compared OMol25 entry of this formula, charge and spin) = 173.1 kJ/mol
Electronic energy = -400.155549 Eh
SMILES string = NCCC(=O)O.O
Charge = 0
HOMO = -9.1 eV

Each line ends with the Mulliken charge.
Atoms and positions in Å:
O  0.684  2.903  -0.296  -0.478
O  -1.909  -3.151  2.476  -0.624
O  2.160  1.189  0.048  -0.547
N  -1.124  -1.412  -1.085  -0.667
C  -0.153  0.712  -0.596  -0.548
C  0.234  -0.819  -0.837  -0.289
C  1.073  1.548  -0.400  0.466
H  1.365  3.521  0.154  0.344
H  0.636  -1.270  0.084  0.292
H  -1.724  -0.768  -1.688  0.259
H  -0.904  0.754  0.167  0.354
H  0.850  -0.853  -1.759  0.309
H  -1.566  -1.493  -0.232  0.238
H  -1.879  -3.560  3.407  0.319
H  -0.689  1.056  -1.523  0.262
H  -2.632  -3.669  2.154  0.310

=====

2.
Here is 2 unconnected molecules or ions with the total composition C3H9NO3 at a distorted geometry from OMol25. Energies are from wB97M-V/def2-TZVPD.

## Properties
Relative energy (zero: lowest compared OMol25 entry of this formula, charge and spin) = 119.4 kJ/mol
Electronic energy = -400.176018 Eh
SMILES string = CC(=O)NCO.O
Charge = 0
HOMO = -9.9 eV

Each line ends with the Mulliken charge.
Atoms and positions in Å:
O  -0.465  1.930  2.391  -0.631
O  -1.313  0.012  0.974  -0.476
O  -0.139  -0.123  -2.829  -0.599
N  -0.358  -1.169  -0.846  -0.200
C  -0.350  -0.946  0.573  -0.334
C  0.322  -0.298  -1.723  0.638
C  1.589  0.340  -1.285  -1.090
H  -0.536  -1.926  1.034  0.310
H  1.284  1.265  -0.773  0.327
H  -0.331  1.385  3.171  0.297
H  2.304  -0.280  -0.726  0.342
H  1.910  0.761  -2.239  0.338
H  -1.286  1.547  2.054  0.330
H  -2.164  -0.293  0.621  0.279
H  0.628  -0.494  0.863  0.243
H  -1.096  -1.712  -1.260  0.226

=====

3.
Here is 2 unconnected molecules or ions with the total composition C3H9NO3 at a distorted geometry from OMol25. Energies are from wB97M-V/def2-TZVPD.

## Properties
Relative energy (zero: lowest compared OMol25 entry of this formula, charge and spin) = 191.0 kJ/mol
Electronic energy = -400.148756 Eh
SMILES string = CNCC(=O)O.O
Charge = 0
HOMO = -9.7 eV

Each line ends with the Mulliken charge.
Atoms and positions in Å:
O  1.072  -2.080  0.458  -0.617
O  0.477  2.288  1.853  -0.564
O  1.308  0.275  1.326  -0.565
N  -0.198  0.060  -0.962  -0.507
C  0.465  1.299  1.173  0.491
C  0.047  1.387  -0.312  -0.442
C  -1.448  -0.528  -0.382  -0.938
H  1.135  -0.841  0.991  0.409
H  -0.828  2.006  -0.520  0.352
H  -1.531  -1.496  -0.870  0.331
H  1.829  -2.548  0.114  0.344
H  0.854  1.965  -0.800  0.301
H  -1.296  -0.549  0.712  0.353
H  -0.278  0.173  -1.956  0.205
H  -2.268  0.161  -0.501  0.378
H  0.661  -1.573  -0.323  0.468

=====

Question: Among the records above, which one has the highest electronic energy?
Answer: number 3